No. 1
Computed, not measured: C34H40N4O2P2Re as an isolated structure, with wB97M-V/def2-TZVPD.

Expectation value of S²: 3.792
Total charge: +2
Total energy (eV): -66648.047
Multiplicity: 4
Molar mass (g/mol): 784.88
HOMO energy (alpha / beta) (eV): -13.008 / -12.974
Relative energy (zero: lowest compared OMol25 entry of this formula, charge and spin) (kcal/mol): 3.5

The geometry in XYZ format:
```
83
Properties=species:S:1:pos:R:3:lowdin_charge:R:1
Re 0.01 -0.59 1.47 1.0245
P 1.29 0.70 0.11 0.8753
P -1.77 0.27 0.52 0.8392
O 0.79 0.23 3.22 -0.1772
O 1.78 -1.54 2.33 -0.1277
N 2.67 1.73 0.61 -0.2181
N 2.12 -0.37 -1.08 -0.1443
N -2.99 -0.90 -0.18 -0.2294
N -3.05 1.15 1.48 -0.1456
C 0.83 0.67 -4.29 -0.1280
C 1.67 -0.72 3.32 -0.5489
C -4.60 1.64 3.06 0.0375
C -0.21 1.71 -4.55 -0.1671
C -0.32 -1.32 -5.34 -0.1606
C -2.15 0.34 -3.46 -0.1359
C 2.75 2.34 1.86 -0.1263
C -1.25 1.38 -0.82 -0.3604
C -4.21 -0.62 -0.77 -0.1480
C 0.23 1.80 -0.86 -0.3147
C 3.74 2.19 -0.15 -0.1337
C 3.49 -1.37 7.08 -0.0449
C 2.93 -2.29 -1.96 0.0261
C -1.39 -1.85 -4.36 -0.1626
C -3.37 2.49 1.34 0.0091
C -4.31 2.82 2.31 0.0337
C 2.88 -0.04 -2.19 -0.0553
C -1.33 -1.71 2.66 -0.3074
C 3.25 -1.99 4.75 -0.0030
C -1.71 1.31 -4.53 -0.1697
C -3.81 0.62 2.52 0.0199
C -3.91 -2.88 -0.78 -0.0545
C 2.10 -1.76 -0.97 -0.0063
C 0.80 -0.63 -4.62 -0.0890
C -4.81 -1.83 -1.14 -0.0536
C 3.89 3.13 1.90 -0.0615
C 2.40 -0.89 4.58 -0.1539
C -2.79 -2.28 -0.21 -0.1809
C 4.53 3.04 0.62 -0.0542
C 2.09 -0.03 5.64 -0.0080
C 2.63 -0.27 6.90 -0.0479
C 3.41 -1.20 -2.74 0.0138
C -1.66 -0.90 -3.23 -0.1119
C 3.78 -2.23 6.01 -0.0497
H -2.29 2.24 -4.36 0.1184
H -1.70 -0.99 3.40 0.0018
H 3.15 -3.34 -2.08 0.1294
H 1.69 -1.24 -4.47 0.0895
H -1.89 -2.72 0.18 0.0879
H 1.50 -2.24 -0.21 0.1100
H 2.38 0.40 7.74 0.1164
H 3.46 -2.63 3.89 0.1224
H -1.51 -1.29 -2.21 0.0888
H 2.96 0.99 -2.53 0.1126
H 0.63 1.83 -1.89 0.0645
H -1.41 0.79 -1.72 0.0170
H -2.91 3.08 0.56 0.1306
H 4.24 3.72 2.74 0.1064
H 4.01 -1.23 -3.64 0.1401
H 1.99 2.17 2.62 0.0973
H 4.43 -3.10 6.17 0.1158
H -0.02 2.13 -5.56 0.1368
H -4.71 3.81 2.48 0.1303
H -0.05 2.53 -3.83 0.1026
H 3.88 1.89 -1.18 0.0720
H 1.42 0.81 5.45 0.1195
H -0.79 -0.65 -6.08 0.1144
H 0.37 2.79 -0.40 0.1044
H 5.44 3.53 0.30 0.1056
H -4.05 -3.94 -0.91 0.1088
H -5.27 1.54 3.91 0.1350
H -1.05 -2.82 -3.93 0.1151
H -3.03 0.69 -2.89 0.1009
H 1.82 1.11 -4.08 0.0906
H -4.55 0.41 -0.87 0.1109
H -0.66 -2.44 3.17 0.0184
H -1.91 2.25 -0.89 0.0784
H 3.91 -1.58 8.07 0.1181
H 0.11 -2.17 -5.91 0.1229
H -2.17 -2.22 2.16 -0.0191
H -3.74 -0.42 2.79 0.1318
H -2.02 0.96 -5.53 0.1143
H -2.31 -2.05 -4.94 0.1325
H -5.76 -1.93 -1.63 0.1078
```



No. 2
Computed, not measured: C23H25FN2O2 as an isolated structure, with wB97M-V/def2-TZVPD.

Total charge: 0
Total energy (eV): -34027.917
Molar mass (g/mol): 380.46
HOMO energy (eV): -7.318
Relative energy (zero: lowest compared OMol25 entry of this formula, charge and spin) (kcal/mol): 483.7

The geometry in XYZ format:
```
53
Properties=species:S:1:pos:R:3:nbo_charge:R:1
F -1.49 3.90 -0.02 -0.4529
O -3.99 -0.89 -0.06 -0.4713
O -2.21 -1.28 -2.06 -0.4808
N 1.70 -2.91 -0.67 -0.4486
N 2.89 1.23 1.34 -0.4490
C 2.44 1.89 -0.22 0.3089
C 3.16 -0.04 1.02 0.0836
C 1.77 0.94 -2.10 -0.2390
C -1.62 -0.94 -1.17 0.5912
C 0.60 -2.41 1.40 -0.3746
C 2.37 0.64 -0.87 -0.1390
C 1.52 2.43 -2.53 -0.2025
C -0.68 -1.89 0.89 -0.3312
C 1.60 3.10 -1.54 -0.1840
C -2.28 2.51 0.22 0.3605
C -5.42 -1.12 0.51 -0.2160
C -3.52 0.21 -0.03 0.2936
C 1.35 -3.33 0.71 -0.2602
C -3.52 2.50 0.63 -0.2683
C -1.61 1.55 -0.63 -0.2446
C -4.13 1.21 0.40 -0.3255
C 3.20 1.84 2.38 -0.3277
C -2.33 0.35 -0.64 -0.1135
C -0.47 -1.21 -0.59 -0.3980
C 0.40 -2.35 -1.27 -0.1759
C 2.67 -0.42 -0.15 -0.2159
C 2.78 -1.90 -0.99 -0.1066
C 2.15 3.05 -0.28 -0.2907
H 1.08 -1.44 1.70 0.2156
H -4.05 3.54 1.05 0.2608
H -1.16 -2.92 0.66 0.1766
H 0.25 -0.60 -0.40 0.2646
H 0.78 -1.73 -2.37 0.1822
H -0.22 -3.12 -1.43 0.1838
H 2.12 3.68 0.44 0.2425
H 1.07 2.49 -3.60 0.2487
H 1.78 0.31 -3.02 0.2092
H 3.57 -0.72 1.76 0.2035
H 3.76 -2.52 -0.31 0.1779
H 0.77 -4.28 0.47 0.2044
H -5.36 -0.83 1.40 0.1700
H 3.61 1.24 3.39 0.2081
H 2.88 -1.68 -1.88 0.1563
H -0.47 1.47 -0.89 0.2529
H 1.31 4.33 -1.77 0.1851
H -1.17 -1.40 1.54 0.1960
H -5.71 -2.12 0.21 0.2115
H 2.24 -3.47 1.28 0.2156
H 0.35 -3.08 2.48 0.1984
H -6.01 -0.49 -0.13 0.1921
H -5.12 1.40 0.91 0.2282
H 4.02 2.89 2.23 0.1086
H 2.35 2.39 2.58 0.1853
```



No. 3
Computed, not measured: C8H10BiN2Se as an isolated structure, with wB97M-V/def2-TZVPD.

Total charge: -1
Total energy (eV): -82621.975
Molar mass (g/mol): 422.12
HOMO energy (alpha / beta) (eV): -4.039 / -4.040
Relative energy (zero: lowest compared OMol25 entry of this formula, charge and spin) (kcal/mol): 0.0

The geometry in XYZ format:
```
22
Properties=species:S:1:pos:R:3:nbo_charge:R:1
Bi -1.80 -0.26 -1.17 1.3853
Se -4.56 -3.48 1.66 -0.2516
N -0.98 0.64 0.55 -1.3344
N -2.49 -2.15 0.04 -0.6986
C 0.70 0.03 -2.54 -0.3635
C 1.86 -0.59 -0.65 -0.2788
C 1.02 -1.66 -0.97 -0.2731
C 0.45 1.98 2.70 -0.4026
C 0.27 -1.31 -2.15 -0.4717
C 0.43 2.82 1.65 -0.3469
C 1.67 0.45 -1.60 -0.2541
C -3.33 -2.68 0.71 0.1464
H 0.96 -2.63 -0.46 0.2139
H 1.32 3.08 1.08 0.1810
H 1.36 1.42 2.97 0.1807
H -0.44 1.83 3.32 0.1915
H -0.31 -1.99 -2.77 0.2314
H -0.53 3.25 1.33 0.1992
H 2.21 1.40 -1.62 0.2018
H 0.41 0.55 -3.45 0.2084
H -0.78 -0.14 1.19 0.3317
H 2.57 -0.56 0.18 0.2040
```



No. 4
Computed, not measured: a 2-piece molecular cluster, C3Cl4S2 overall, with wB97M-V/def2-TZVPD.

Expectation value of S²: 2.024
Total charge: 0
Total energy (eV): -74865.199
Multiplicity: 3
Molar mass (g/mol): 241.98
HOMO energy (alpha / beta) (eV): -7.579 / -9.409

The geometry in XYZ format:
```
9
Properties=species:S:1:pos:R:3:nbo_charge:R:1
Cl 1.26 -1.72 -1.55 0.0806
Cl -2.00 -1.72 1.26 0.1548
Cl 3.17 -0.13 -0.15 0.0265
Cl 0.71 1.47 1.52 0.1388
S -1.43 2.19 -0.91 -0.0575
S -2.38 0.54 -0.62 0.2658
C 1.48 -0.46 -0.37 -0.1965
C 0.64 0.27 0.39 -0.0648
C -1.44 -0.44 0.43 -0.3477
```



No. 5
Computed, not measured: C40H37GeNO2S4SbTi as an isolated structure, with wB97M-V/def2-TZVPD.

Expectation value of S²: 3.786
Total charge: -2
Total energy (eV): -177181.865
Multiplicity: 4
Molar mass (g/mol): 934.25
HOMO energy (alpha / beta) (eV): -0.287 / -2.779
Relative energy (zero: lowest compared OMol25 entry of this formula, charge and spin) (kcal/mol): 2.2

The geometry in XYZ format:
```
87
Properties=species:S:1:pos:R:3:lowdin_charge:R:1
Sb -4.62 -0.09 -2.31 -0.1151
Ge -2.11 -1.60 0.34 0.9073
Ti -1.31 -0.34 -2.10 0.3853
S -5.20 1.68 -3.61 -0.2577
S -2.98 0.88 -0.74 0.0799
S -6.08 -1.40 -1.20 -0.2103
S -3.01 -1.46 -3.43 0.0017
O 0.43 -1.46 -2.33 -0.1539
O 0.30 0.41 -1.22 -0.2281
N 2.53 1.55 -0.28 0.1173
C 3.27 -1.34 -2.52 -0.0455
C 0.69 -1.32 1.19 -0.1185
C 2.22 3.29 2.94 -0.2545
C -0.91 -4.31 0.59 -0.1088
C 4.16 1.84 1.54 -0.0434
C 0.55 2.92 1.09 -0.0080
C 1.74 -0.88 1.98 -0.0760
C -5.40 -0.66 2.91 -0.1008
C 1.92 2.78 1.68 -0.1648
C 1.11 -0.51 -1.74 -0.5991
C -5.80 -1.90 3.37 -0.1156
C 4.58 0.83 -1.38 -0.0802
C -0.83 -5.68 0.35 -0.1085
C 1.41 2.01 -3.86 -0.0436
C -2.66 -4.13 -1.03 -0.1253
C -1.35 1.69 -3.78 -0.1749
C 2.51 -0.40 -1.75 -0.1142
C 3.24 0.66 -1.10 -0.1878
C -0.63 -1.04 1.51 -0.2945
C 2.90 2.05 0.96 -0.2011
C 0.83 0.91 -4.47 -0.0736
C -3.68 -1.69 1.53 -0.3166
C 0.17 0.15 3.47 -0.1010
C -0.75 2.79 -3.16 -0.0426
C -0.56 0.75 -4.44 -0.1523
C -2.58 -5.49 -1.27 -0.0916
C 4.62 -1.17 -2.72 -0.1427
C -4.10 -2.93 2.01 -0.1049
C -0.88 -0.29 2.66 -0.1048
C 1.48 -0.13 3.13 -0.0999
C 5.30 -0.08 -2.18 -0.1372
C 0.62 2.97 -3.21 -0.2707
C -4.35 -0.56 2.00 -0.1683
C -1.66 -6.27 -0.59 -0.1181
C -5.15 -3.04 2.92 -0.1032
C 1.29 4.14 -2.54 -0.0558
C 1.18 4.02 3.74 -0.0607
C -1.83 -3.52 -0.09 -0.3030
C 4.44 2.36 2.80 -0.1142
C 3.49 3.09 3.49 -0.0959
H 5.16 -1.90 -3.32 0.0831
H -1.03 -0.09 -4.94 0.0768
H 6.35 0.08 -2.37 0.0723
H -0.26 -3.88 1.34 0.0899
H 4.89 1.24 1.04 0.0868
H 2.30 0.25 3.72 0.0961
H -0.05 3.66 1.61 0.0715
H 2.49 2.10 -3.85 0.1189
H 3.71 3.48 4.48 0.0900
H 0.59 3.20 0.03 0.0689
H -1.60 -7.34 -0.78 0.0862
H 5.41 2.17 3.24 0.0909
H 2.74 -2.16 -2.97 0.1033
H 0.56 4.78 -2.04 0.0726
H 1.58 4.27 4.73 0.0656
H 2.02 3.80 -1.80 0.0660
H 5.09 1.70 -0.97 0.0962
H 0.92 -1.87 0.28 0.1004
H -4.08 0.42 1.62 0.0424
H -5.91 0.24 3.24 0.0940
H -3.38 -3.53 -1.57 0.0443
H -0.05 0.74 4.35 0.0937
H 1.83 4.76 -3.27 0.0742
H -3.62 -3.83 1.67 0.0896
H 0.87 4.95 3.26 0.0775
H -6.63 -1.99 4.07 0.0869
H -1.37 3.50 -2.63 0.1184
H -5.46 -4.02 3.26 0.0901
H 0.01 1.96 1.13 0.0850
H 2.76 -1.08 1.69 0.1072
H -2.43 1.61 -3.78 0.0178
H -3.24 -5.94 -2.01 0.0965
H -1.90 -0.05 2.95 0.0883
H 1.52 1.42 -0.40 0.0788
H -0.10 -6.28 0.89 0.0893
H 0.29 3.41 3.89 0.0729
H 1.45 0.16 -4.93 0.1135
```



No. 6
Computed, not measured: C31H57N2O2P2Pt as an isolated structure, with wB97M-V/def2-TZVPD.

Expectation value of S²: 6.048
Total charge: +3
Total energy (eV): -61939.302
Multiplicity: 5
Molar mass (g/mol): 746.84
HOMO energy (alpha / beta) (eV): -14.743 / -17.567
Relative energy (zero: lowest compared OMol25 entry of this formula, charge and spin) (kcal/mol): 16.6

The geometry in XYZ format:
```
95
Properties=species:S:1:pos:R:3:lowdin_charge:R:1
Pt 0.02 -0.10 0.51 1.1520
P 0.11 2.20 -0.05 1.1259
P 0.35 -2.40 0.83 1.0846
O 2.45 0.85 3.48 -0.1347
O -1.92 0.04 2.77 0.1364
N 1.47 -0.32 -0.96 -0.1008
N -2.50 -0.58 -1.40 0.1599
C 1.13 -2.10 3.45 -0.0988
C -1.19 -0.06 1.86 -0.4247
C 1.51 -4.40 2.57 -0.0456
C -2.10 -3.41 -0.03 -0.0814
C -2.01 3.49 -1.48 -0.0734
C -1.72 1.02 -4.10 -0.0324
C -0.81 -3.63 3.09 -0.0621
C -0.60 -3.60 -0.29 -0.6370
C 1.59 3.36 0.52 -0.6256
C 2.92 2.58 0.55 -0.0711
C 0.86 1.69 5.05 -0.0705
C -0.27 -3.28 -1.75 -0.0806
C 0.97 1.95 -1.65 -0.1565
C 2.31 1.67 4.64 -0.2976
C -0.28 -5.09 -0.05 -0.0487
C 2.31 -1.36 -0.94 -0.2972
C 1.68 4.50 -0.53 -0.0536
C 2.34 0.42 -3.06 0.0335
C 1.56 0.70 -1.91 -0.3552
C -2.80 -0.70 -2.54 -0.0598
C 2.09 -2.40 0.14 -0.2078
C 1.38 3.93 1.92 -0.0745
C -2.90 2.17 0.31 -0.0911
C 3.25 -1.51 -1.96 0.0442
C -4.13 0.20 -4.35 -0.0276
C 0.55 -3.19 2.54 -0.6559
C -1.75 4.26 0.91 -0.0597
C -1.71 3.07 -0.05 -0.5787
C -2.70 -0.19 -3.97 -0.5450
C 3.22 -0.64 -3.06 0.0234
C -2.09 -1.28 -4.85 -0.0452
H -2.87 1.76 1.32 0.0649
H -1.62 1.34 -5.15 0.1200
H -0.61 -5.44 0.93 0.0828
H 0.97 2.60 -2.54 0.1247
H -0.85 -5.66 -0.80 0.1242
H 2.32 4.17 -1.36 0.0933
H -3.81 2.79 0.23 0.1213
H 1.24 -2.51 4.46 0.1197
H -0.43 -2.22 -1.97 0.0499
H -1.02 5.04 0.68 0.0867
H 2.18 1.11 -3.89 0.1423
H -4.35 1.23 -4.03 0.0923
H -2.06 1.89 -3.54 0.0455
H 0.46 -1.23 3.51 0.0471
H 2.53 -4.14 2.25 0.0912
H 0.51 0.68 5.29 0.0780
H 2.11 -1.75 3.12 0.0733
H 2.92 1.79 1.31 0.0611
H 2.63 2.69 4.38 0.1088
H 0.77 -3.55 -2.01 0.0897
H 1.16 -5.25 1.97 0.0726
H -3.04 3.87 -1.54 0.1308
H -1.50 -2.78 3.19 0.0877
H -4.90 -0.41 -3.85 0.1009
H -0.94 -3.87 -2.40 0.1143
H 0.79 -5.32 -0.20 0.0962
H -2.75 4.71 0.83 0.1253
H -1.94 2.60 -2.11 0.0382
H -2.24 -1.10 -5.92 0.1099
H -2.43 -2.40 -0.27 0.0248
H 3.93 -2.35 -1.91 0.1402
H -2.36 -3.63 1.01 0.0756
H 0.23 2.10 4.25 0.0551
H -0.71 0.81 -3.71 0.0657
H -4.30 0.22 -5.43 0.1060
H -3.01 1.34 -0.39 0.0422
H 0.73 2.32 5.93 0.0975
H 2.23 4.59 2.16 0.1188
H -2.43 -2.29 -4.60 0.0957
H 2.26 -3.40 -0.27 0.1118
H 3.96 -0.77 -3.88 0.1533
H 3.16 2.13 -0.42 0.0706
H -1.29 -4.42 2.50 0.0702
H 1.36 3.12 2.67 0.0503
H 3.40 0.71 3.32 0.1025
H 1.56 -4.75 3.61 0.1205
H 0.68 4.77 -0.92 0.0727
H 2.78 -2.24 0.99 0.1123
H -2.65 -4.11 -0.69 0.1165
H 0.47 4.52 2.03 0.0673
H -1.34 4.26 -1.87 0.0965
H -0.65 -4.05 4.10 0.1178
H -1.63 3.94 1.95 0.1009
H 2.94 1.31 5.45 0.1314
H -1.01 -1.29 -4.68 0.0776
H 2.13 5.40 -0.06 0.1228
H 3.75 3.27 0.79 0.1233
```



Q: What is the formula in the third record?
A: C8H10BiN2Se